# 1
Computed, not measured: a cluster of 8 separate species, C57H122BrN9 in total, with wB97M-V/def2-TZVPD.

Summary:
charge: +6
HOMO energy: -13.35 eV
lowest unoccupied orbital energy: -8.82 eV
energy relative to the best compared isomer or geometry (same formula, charge and spin): 291.0 kJ/mol
gap between HOMO and LUMO: 4.53 eV

Geometry as XYZ:
```
189
Properties=species:S:1:pos:R:3:forces:R:3:lowdin_charge:R:1
C 8.9868 -2.3193 2.5522 -0.3107 -0.2004 -0.9289 -0.047
C 10.3302 -2.0675 3.1973 -0.8651 1.3093 -2.7742 -0.222
N 10.5009 -2.8551 4.2893 2.4907 -0.3456 6.9266 -0.095
C 10.7794 -4.2036 4.3033 -0.8386 1.1835 -1.8498 0.011
C 11.2135 -4.4996 5.5153 0.8764 -1.1256 2.9144 -0.003
N 11.3116 -3.3694 6.2906 -0.7794 2.8172 -4.4712 -0.112
C 10.9191 -2.3008 5.5103 -0.5896 -3.6014 -1.3658 0.091
C 11.6285 -3.2977 7.6529 0.0547 0.6330 1.6556 0.000
H 8.1641 -1.8296 3.0732 0.1607 0.2276 -0.0166 0.082
H 8.7174 -3.3746 2.5084 0.2624 -0.1459 0.0413 0.076
H 9.0386 -1.9854 1.5159 -0.2908 0.2015 0.0787 0.095
H 10.3521 -1.0313 3.5348 0.5172 0.0383 -0.4870 0.140
H 11.1796 -2.3859 2.5930 -0.1628 1.0058 -0.9037 0.155
H 10.7356 -4.6988 3.3444 -0.1834 -0.5547 0.4248 0.157
H 11.4484 -5.4011 6.0617 0.1044 -0.3331 -0.6988 0.154
H 10.9489 -1.2381 5.7005 -0.0051 -0.1919 0.2823 0.166
H 12.4968 -3.9061 7.9059 -0.6085 -0.5727 0.1626 0.126
H 10.6436 -3.4815 8.0823 0.6662 -0.5182 1.2682 0.113
H 11.9462 -2.2975 7.9474 -0.2130 0.1615 -0.3053 0.114
C 7.5896 9.0030 3.1745 -1.1432 0.2874 0.3763 -0.078
C 7.0965 9.3924 1.7865 0.9587 -0.0677 -0.5138 -0.150
N 5.9942 8.5360 1.1732 -0.4655 0.0224 -0.7268 -0.010
C 5.4511 7.3329 1.6900 -0.9510 0.7272 -2.0111 0.018
C 4.4801 6.9539 0.7862 -0.5081 1.1346 -0.2867 -0.004
N 4.3744 7.9050 -0.2279 2.4445 1.4683 1.1491 -0.095
C 5.3578 8.8409 -0.0181 -0.2816 -1.8225 2.3553 0.042
C 3.4940 7.8630 -1.3908 -0.1791 -1.1382 -0.2527 0.014
H 6.8365 9.0388 3.9617 -0.5165 -0.3258 -0.2406 0.080
H 8.2255 9.8099 3.5386 0.6459 -0.3282 -0.4284 0.094
H 8.0489 8.0145 3.1734 0.2876 0.2769 0.0765 0.083
H 7.9980 9.3595 1.1746 -0.1396 -0.8724 -0.5382 0.125
H 6.9312 10.4627 1.6638 -1.2127 -0.1068 0.4415 0.129
H 5.6798 6.7908 2.5957 0.4491 0.5849 -0.0375 0.131
H 3.6905 6.2179 0.7506 0.5180 -0.3928 0.4759 0.133
H 5.6303 9.6917 -0.6251 -0.2442 -0.1037 -0.0533 0.170
H 4.0792 7.4578 -2.2163 -0.0974 0.5479 -0.2828 0.114
H 2.9577 8.7904 -1.5918 0.5608 0.0933 0.0692 0.109
H 2.7340 7.0984 -1.2296 0.0232 0.0581 0.3340 0.095
C -4.3019 9.1163 -7.4883 -1.4998 1.3810 0.1400 -0.079
C -5.8805 9.5900 -7.3911 1.7050 -1.5170 -1.4257 -0.182
C -6.9573 8.5999 -7.9426 0.3124 -0.9485 1.7535 -0.171
C -7.1644 7.3231 -7.0060 0.7318 0.8203 -1.8758 -0.089
N -8.1169 6.2931 -7.6348 1.1914 -0.0975 1.5443 -0.235
C -9.4956 6.9025 -7.6756 0.1814 0.7865 -0.9415 -0.111
C -10.4087 5.7370 -7.7082 -2.6271 0.8213 -0.3605 -0.177
C -9.7215 4.6276 -7.0592 0.0578 -3.1160 1.3887 -0.198
C -8.3406 5.0740 -6.6830 0.5225 0.3034 -0.6582 -0.075
C -7.6841 5.8367 -9.0279 -0.7270 1.1942 0.0229 0.054
H -4.0132 8.6105 -8.4097 -0.5089 -0.3933 0.0399 0.062
H -3.8601 8.6352 -6.6157 -0.4161 -0.2616 -0.0037 0.051
H -3.7717 10.0637 -7.5860 0.1017 0.0697 0.2173 0.062
H -5.9343 10.3769 -8.1434 0.0071 0.4017 0.4391 0.102
H -6.1103 9.9833 -6.4008 -0.0339 -0.0587 -0.1231 0.104
H -6.6448 8.2138 -8.9128 0.0720 0.3936 -0.0124 0.097
H -7.8790 9.1729 -8.0442 -0.1135 -0.1943 -0.0743 0.111
H -7.5127 7.5954 -6.0096 -0.1795 -0.2090 -0.1465 0.132
H -6.1849 6.8470 -6.9616 -0.0405 -0.1515 0.2904 0.125
H -9.5614 7.5601 -8.5424 0.0414 -0.1803 -0.0834 0.145
H -9.6976 7.5532 -6.8247 0.5790 -0.2756 0.3133 0.151
H -10.7158 5.4331 -8.7089 0.0883 0.3292 -0.0743 0.133
H -11.3296 5.9772 -7.1768 -0.0999 0.1576 -0.1884 0.141
H -9.8992 3.7409 -7.6677 1.2305 -0.1127 -0.4670 0.129
H -10.1088 4.1916 -6.1383 -0.7381 0.7520 0.3244 0.126
H -7.5871 4.2864 -6.6878 0.3314 0.3174 -0.8665 0.134
H -8.3105 5.4012 -5.6437 -0.1915 0.6999 -0.2036 0.131
H -8.4739 5.1930 -9.4152 0.3809 -0.2505 0.1018 0.114
H -6.6697 5.4510 -9.1288 -0.2327 -0.4002 0.7653 0.118
H -7.6759 6.7338 -9.6470 -0.2613 -0.0971 0.0077 0.096
C 0.7535 0.7921 0.6847 0.2524 0.2564 -1.1222 -0.091
C -0.4351 -0.0438 0.2133 -0.3942 0.0423 2.8465 -0.288
C -0.6258 -0.0540 -1.2733 -1.1804 -1.4212 -0.5561 -0.201
C -1.1648 1.2679 -1.8403 2.2190 0.8628 -0.4760 -0.108
N -1.5867 1.3848 -3.3029 -0.1961 -1.9944 -2.5384 -0.210
C -0.6296 0.5146 -4.3516 -0.1198 0.4925 -0.1403 0.007
C -0.5945 1.2441 -5.7702 0.9936 -0.2505 0.8033 -0.148
C -1.2672 2.5421 -5.5654 -1.9205 1.4131 1.7795 -0.163
C -1.3700 2.7710 -3.9913 -0.7062 -0.5113 0.2838 -0.042
C -3.0023 0.8290 -3.4295 0.1988 -0.2502 -1.2008 0.001
H 0.4830 1.8450 0.6061 0.2840 0.1365 0.1821 0.072
H 1.5485 0.6058 -0.0373 0.3309 0.2685 -0.0075 0.078
H 1.2067 0.5996 1.6572 -0.6076 -0.1843 0.1012 0.077
H -1.3004 0.2216 0.8207 -0.6145 0.8562 -0.5235 0.107
H -0.3711 -1.0245 0.6846 0.6146 -0.6850 -0.9455 0.109
H -1.3367 -0.8393 -1.5301 -0.2375 -0.2370 0.0950 0.106
H 0.3285 -0.4570 -1.6122 0.0964 0.7699 -0.9119 0.123
H -0.2844 1.9101 -1.8144 -0.2149 0.5498 0.3446 0.126
H -1.9579 1.6708 -1.2104 -0.0450 -0.0223 -0.1990 0.144
H -0.9930 -0.5113 -4.4124 -0.1801 0.1912 0.2654 0.119
H 0.3525 0.5161 -3.8788 -0.0551 0.1173 -0.0583 0.123
H -1.0135 0.7505 -6.6470 -0.1655 -0.6205 0.5574 0.123
H 0.3962 1.5621 -6.0950 0.5462 -0.9681 0.5676 0.128
H -2.2662 2.4895 -5.9983 -0.3644 0.1361 0.4182 0.108
H -0.8324 3.3912 -6.0929 0.3802 -0.0192 0.4189 0.128
H -2.2109 3.3956 -3.6899 0.0339 0.0825 -0.1330 0.124
H -0.4922 3.1210 -3.4483 0.2727 0.2476 -0.7103 0.128
H -3.1052 -0.1175 -2.8987 0.2924 0.2770 0.3581 0.097
H -3.1960 0.5559 -4.4668 0.3063 0.1555 -0.1766 0.099
H -3.8299 1.4976 -3.1922 0.5722 0.4036 0.5850 0.104
C 2.4408 -4.4677 -6.2932 -0.6638 -1.0511 0.2456 -0.063
C 1.6767 -5.6648 -5.5603 -1.1644 1.8785 -0.5156 -0.251
C 2.2650 -6.1176 -4.2588 0.4180 -2.1988 0.3573 -0.200
C 1.4925 -7.3637 -3.6633 0.9028 1.5230 0.0113 -0.073
N 2.0380 -7.7582 -2.2455 -1.2527 -1.2220 0.3011 -0.210
C 2.0109 -6.6327 -1.1572 -0.1580 -0.3918 -0.5292 -0.085
C 3.4632 -6.2506 -0.9636 0.9990 -1.1599 0.5934 -0.148
C 4.1381 -7.6229 -1.1022 0.3844 -0.6451 -1.9396 -0.143
C 3.4595 -8.3699 -2.3300 0.6608 1.1973 2.2253 -0.051
C 1.1497 -8.8738 -1.6101 -0.6492 -0.3319 -2.4536 0.006
H 2.8554 -3.6901 -5.6516 -0.5190 -0.1243 0.6560 0.068
H 1.6744 -4.0084 -6.9174 0.3937 0.1102 -0.2790 0.067
H 3.3267 -4.7196 -6.8761 -0.3604 -0.6074 -0.2748 0.074
H 1.1806 -6.4068 -6.1859 1.6431 -0.8819 -0.7172 0.117
H 0.6711 -5.2997 -5.3515 -0.1487 1.1400 0.7852 0.093
H 2.2041 -5.3169 -3.5218 0.3411 0.0697 -0.0631 0.110
H 3.2890 -6.4334 -4.4580 0.2857 0.3396 0.3489 0.114
H 1.5269 -8.2475 -4.3003 0.2650 0.0124 0.1684 0.139
H 0.4783 -6.9655 -3.6923 -0.3834 -0.6708 1.0519 0.126
H 1.5694 -7.1770 -0.3224 0.6018 0.3820 0.3936 0.115
H 1.2251 -5.9246 -1.4203 0.4942 0.3412 -0.3869 0.131
H 3.8686 -6.0432 0.0268 -1.1678 0.8809 0.3721 0.120
H 3.9368 -5.5205 -1.6198 -0.6172 -0.0421 -0.3523 0.122
H 4.0231 -8.2367 -0.2088 -0.0876 0.1485 0.0427 0.118
H 5.2019 -7.4632 -1.2783 0.0193 -0.3295 0.0284 0.123
H 3.4474 -9.4366 -2.1063 -0.4680 0.1105 -0.2581 0.125
H 4.0155 -8.2376 -3.2582 -0.6597 0.4949 -0.1113 0.130
H 1.3853 -9.3221 -0.6449 0.9195 0.6638 -0.0780 0.116
H 1.1837 -9.6483 -2.3762 -0.0992 -0.2990 0.2628 0.104
H 0.1038 -8.5692 -1.5716 0.1472 0.5049 -0.0092 0.107
C 6.6512 -0.3845 12.7548 1.4739 -0.4826 -0.6239 -0.060
C 7.7284 -0.7098 11.5644 -0.6712 0.3680 1.8606 -0.212
C 7.0138 -0.8628 10.2554 -1.7267 1.7493 0.4398 -0.209
C 5.8189 -1.8661 10.4307 1.9470 1.3453 -0.8680 -0.146
N 5.1625 -2.1559 9.1449 -1.0781 -1.8838 -0.3483 -0.266
C 4.2646 -3.4024 9.4758 1.0510 1.2702 -1.9924 -0.046
C 4.1083 -3.9596 8.0276 -1.2914 -1.3258 1.3577 -0.143
C 5.2860 -3.5784 7.1415 0.1752 0.0106 0.8437 -0.153
C 6.1319 -2.7239 8.0817 -1.0870 0.9755 -0.4997 -0.094
C 4.2837 -0.9767 8.6317 1.6878 -1.0826 0.1243 0.078
H 7.1684 -0.0438 13.6517 0.1920 -0.3265 -0.0381 0.076
H 6.0374 -1.2429 13.0279 0.1996 -0.1040 0.0167 0.061
H 5.9647 0.4374 12.5517 0.1113 0.0455 -0.6802 0.074
H 8.3549 -1.5874 11.7240 -0.2782 -0.2416 0.6857 0.105
H 8.4448 0.1117 11.5642 -0.1575 0.1328 -0.2974 0.109
H 7.6451 -0.8999 9.3676 0.1415 -1.2355 0.0598 0.108
H 6.6328 0.1471 10.1031 -0.7409 0.1473 -0.1144 0.108
H 4.9904 -1.5641 11.0714 0.5725 0.3670 0.3156 0.135
H 6.2699 -2.7814 10.8141 -0.2998 -0.1754 -0.0419 0.138
H 3.3916 -3.0484 10.0241 -0.1867 -0.0845 -0.4464 0.140
H 4.8243 -4.0404 10.1597 0.1133 -0.0195 -0.3357 0.131
H 3.1411 -3.6137 7.6629 0.0930 -0.3962 -0.2944 0.116
H 4.1240 -5.0370 8.1922 -0.6269 -0.0894 -0.5238 0.121
H 5.0239 -3.0423 6.2293 -0.2597 0.1130 0.2221 0.115
H 5.8765 -4.4332 6.8119 -0.1650 -0.1102 0.1280 0.120
H 6.4742 -1.9249 7.4240 0.7976 0.2841 0.8962 0.127
H 6.8847 -3.3043 8.6150 0.0709 0.3649 -0.0892 0.143
H 3.7370 -1.2095 7.7180 0.1023 -0.5165 0.1928 0.105
H 5.0604 -0.2614 8.3610 -0.5725 0.6040 0.3686 0.102
H 3.5890 -0.7141 9.4296 0.3422 0.2906 -0.0864 0.118
C -7.6940 -0.7203 2.5984 0.2185 0.7479 0.4017 -0.120
C -8.0741 -0.2208 1.2147 0.7084 -2.8727 -0.8680 -0.251
C -9.2125 -1.0809 0.5787 -0.8667 0.0521 0.7299 -0.166
C -9.0961 -2.6915 0.6179 -0.2391 0.7755 -0.4921 -0.059
N -10.0123 -3.4628 -0.4548 -0.3513 1.8909 0.9295 -0.206
C -11.4626 -2.9062 -0.2828 1.0614 0.3860 0.4894 -0.138
C -12.3215 -3.9250 -0.8791 -1.1735 -1.8384 -1.1896 -0.172
C -11.5588 -5.3079 -0.7435 0.0654 0.8656 0.4481 -0.091
C -10.2020 -4.9709 -0.0431 -0.9267 1.5080 -0.7838 -0.053
C -9.6257 -3.2426 -1.9523 0.5509 0.2795 1.4685 0.051
H -6.8524 -0.0579 2.8008 0.0948 -0.2552 0.8685 0.077
H -7.3518 -1.7472 2.7268 -0.0335 -0.0731 -0.4703 0.072
H -8.4818 -0.5545 3.3332 0.0202 0.1392 0.0525 0.086
H -7.2098 -0.4756 0.6013 0.4048 0.7303 -0.2264 0.095
H -8.1916 0.8580 1.3171 -0.6356 -0.1918 -0.6856 0.118
H -9.5762 -0.7195 -0.3831 0.5154 -0.0685 -0.2681 0.092
H -10.0228 -0.7988 1.2510 -0.6071 -0.5760 -0.0872 0.106
H -9.4032 -2.9744 1.6247 -0.7596 -0.3007 -0.2880 0.115
H -8.1092 -3.1541 0.6063 0.2908 0.4413 -0.8186 0.121
H -11.6530 -1.9237 -0.7149 0.7426 0.0560 -0.0382 0.141
H -11.6186 -2.8315 0.7934 0.0865 -0.0368 0.0129 0.141
H -12.6426 -3.7798 -1.9106 0.9127 0.3239 -0.4321 0.117
H -13.3370 -3.8525 -0.4896 0.1889 -0.5790 0.9631 0.133
H -11.3107 -5.7223 -1.7206 -0.4929 -0.1544 0.0905 0.114
H -12.2059 -5.9551 -0.1514 0.5301 -0.4130 -0.1694 0.124
H -9.3084 -5.5110 -0.3558 -0.2712 -0.0836 -0.0829 0.129
H -10.2909 -4.9728 1.0433 0.0931 0.0510 -0.0944 0.128
H -9.2441 -2.2313 -2.0927 0.0026 0.0787 0.5177 0.089
H -10.5024 -3.2765 -2.5992 0.0933 -0.7301 0.2582 0.104
H -8.7976 -3.9093 -2.1929 -0.4431 -0.2522 -0.1741 0.104
Br 4.8013 2.0137 -2.8173 -0.4772 -0.0268 0.2212 -0.978
```
Forces are in eV/Å.

=====

# 2
Computed, not measured: a structure of composition C25H30IIrN4O2S, with wB97M-V/def2-TZVPD.

Summary:
spin multiplicity: 2
charge: +1
HOMO energy (alpha / beta): -10.29 / -10.12 eV
lowest unoccupied orbital energy (alpha / beta): -2.28 / -2.92 eV
<S²>: 0.7528
energy relative to the best compared isomer or geometry (same formula, charge and spin): 198.7 kJ/mol
gap between HOMO and LUMO (alpha / beta): 8.02 / 7.21 eV

Geometry as XYZ:
```
64
Properties=species:S:1:pos:R:3:forces:R:3:lowdin_spin:R:1
Ir -0.1146 -0.6468 -0.2571 -0.0444 -0.0615 -0.1511 0.807
C 2.7766 0.7828 1.5301 0.0288 -0.0224 -0.0032 0.001
C 2.7336 0.8302 0.0159 0.0147 0.0292 0.0552 0.000
C 4.1404 0.5764 -0.5303 0.0298 -0.0144 -0.0211 0.000
C 1.6839 0.0483 -0.9100 0.1509 -0.2742 0.0887 0.017
C 2.0595 2.0498 -0.5500 -0.0844 0.0993 0.0714 0.000
C 1.6248 1.3618 -1.7918 0.0532 0.2282 -0.1475 0.000
C 0.4669 1.9992 -2.4693 -0.0822 0.0629 -0.0277 0.000
C -0.1041 3.0947 -1.9809 0.0173 -0.0647 -0.0057 0.000
C 0.2747 3.7128 -0.6673 -0.0561 0.0264 0.0286 0.000
C 1.4292 3.0624 0.0221 0.0767 -0.0005 -0.0024 0.001
H 3.1402 -0.1792 1.8957 0.0012 -0.0017 0.0080 0.000
H 1.8097 0.9978 1.9764 -0.0313 -0.0085 0.0063 0.000
H 3.4800 1.5433 1.8783 0.0055 0.0038 0.0004 0.000
H 4.4642 -0.4324 -0.2620 -0.0001 0.0026 -0.0028 0.000
H 4.8519 1.2825 -0.0999 0.0087 0.0081 0.0010 0.000
H 4.1919 0.6660 -1.6158 0.0152 -0.0094 0.0480 0.000
H 2.1871 -0.7800 -1.4304 -0.0583 -0.0327 -0.0242 0.013
H 2.4490 1.3085 -2.5110 -0.0532 -0.0580 -0.0150 0.000
H 0.1510 1.6199 -3.4322 -0.0022 -0.0002 -0.0046 0.000
H -0.8962 3.5929 -2.5278 -0.0117 0.0029 0.0032 0.000
H 0.4069 4.7888 -0.7808 -0.0002 -0.0067 0.0108 0.000
H 1.6338 3.3700 1.0423 0.0012 0.0004 -0.0004 0.000
S -1.2179 -0.6097 -2.3148 0.0256 -0.0050 0.0314 0.007
C -0.8802 -2.0886 -3.1221 -0.0016 0.0308 -0.0175 0.006
N 0.0544 -2.9336 -2.7005 -0.0367 -0.0334 -0.0454 0.025
C 0.3876 -4.1874 -3.3707 0.0096 -0.0040 -0.0086 0.002
C -0.8296 -4.6912 -4.1271 -0.0012 0.0018 0.0038 0.001
C -1.3593 -3.5857 -5.0236 -0.0039 -0.0077 0.0047 0.000
N -1.5668 -2.3798 -4.2265 -0.0133 0.0040 0.0101 -0.001
H 0.5283 -2.6582 -1.8531 0.0504 0.0208 0.0521 0.033
H 0.7012 -4.9037 -2.6132 -0.0019 0.0005 0.0025 0.000
H 1.2266 -4.0304 -4.0533 0.0016 -0.0026 0.0002 0.000
H -1.6035 -4.9940 -3.4195 -0.0004 0.0004 -0.0022 0.000
H -0.5618 -5.5594 -4.7268 0.0025 -0.0002 0.0011 0.000
H -2.3132 -3.8658 -5.4664 0.0011 0.0008 -0.0017 0.000
H -0.6585 -3.3795 -5.8366 0.0019 0.0037 0.0029 0.000
H -2.2637 -1.7100 -4.5083 0.0114 0.0038 -0.0004 0.000
C 1.9859 -2.7972 4.3957 -0.0017 0.0016 0.0110 0.000
N 1.1627 -1.9608 3.5344 -0.0048 -0.0098 -0.0183 0.000
C 0.2534 -1.0185 3.9430 -0.0155 -0.0122 0.0075 0.001
C -0.2366 -0.4409 2.8145 0.0573 0.0718 -0.0124 0.001
N 0.3810 -1.0077 1.7220 -0.0111 -0.0463 0.0299 0.014
C 1.2059 -1.9240 2.1930 0.0088 0.0229 0.0022 0.013
H 1.4806 -2.9248 5.3488 -0.0040 -0.0100 -0.0015 0.000
H 2.9573 -2.3353 4.5627 -0.0021 0.0043 0.0032 0.000
H 2.1189 -3.7740 3.9372 0.0064 0.0050 -0.0068 0.000
H 0.0348 -0.8503 4.9825 -0.0060 -0.0039 0.0023 0.000
H -0.9680 0.3411 2.7085 -0.0022 0.0136 -0.0108 0.000
H 1.8496 -2.5522 1.6007 0.0059 0.0087 0.0031 0.005
I -6.4238 2.9538 4.4737 0.0021 -0.0001 -0.0015 0.000
C -4.7833 2.8325 3.1982 -0.0045 0.0002 -0.0025 0.000
C -4.4876 1.6264 2.5748 0.0007 0.0035 -0.0004 0.000
C -3.3914 1.5491 1.7335 0.0173 0.0003 0.0017 0.000
C -2.5965 2.6693 1.5093 0.0011 -0.0018 0.0027 0.000
C -2.9098 3.8762 2.1267 0.0018 -0.0108 -0.0023 0.000
C -4.0004 3.9581 2.9765 0.0026 -0.0026 0.0023 0.000
C -1.4205 2.5362 0.6100 0.0692 0.0178 -0.0945 0.005
O -0.9038 3.6945 0.2471 0.0423 0.0304 -0.0454 -0.001
O -0.9871 1.4554 0.2477 -0.1988 -0.0094 0.1778 0.051
H -5.1110 0.7590 2.7408 0.0004 0.0005 0.0009 0.000
H -3.1558 0.6202 1.2301 0.0067 -0.0033 0.0023 0.000
H -2.2978 4.7479 1.9446 0.0031 0.0061 0.0009 0.000
H -4.2407 4.8933 3.4623 0.0006 0.0007 -0.0002 0.000
```
Forces are in eV/Å.

=====

Calculated calculated total energy in order - -144480.0714; -58235.6531 eV
Calculated max |F| in order - 7.37; 0.33 eV/A